Entry 1:
{
  "formula": "C4H7ClN2",
  "method": "ωB97M-V with the def2-TZVPD basis set",
  "species": ["C", "C", "C", "C", "N", "N", "Cl", "H", "H", "H", "H", "H", "H", "H"],
  "coordinates": [[-1.041, -0.206, -0.691], [-0.710, 1.059, 0.220], [-0.265, -1.422, 0.080], [0.763, 1.042, 0.493], [0.977, -0.861, 0.574], [1.555, 0.032, -0.309], [3.265, 0.041, -0.211], [-2.029, -0.458, -0.789], [-0.394, -0.198, -1.585], [-1.010, 1.980, -0.426], [-1.356, 1.060, 1.062], [-0.957, -1.475, 0.945], [-0.054, -2.282, -0.546], [1.254, 1.688, 1.183]],
  "de_lowest_kj_mol": 563.9,
  "lumo_energy_ev": [0.531, 0.531],
  "multiplicity": 1
}

Entry 2:
{
  "formula": "C31H34IrN6O4S2Si",
  "method": "ωB97M-V with the def2-TZVPD basis set",
  "species": ["Ir", "O", "N", "N", "O", "C", "C", "C", "C", "C", "C", "H", "H", "H", "H", "H", "C", "Si", "C", "N", "C", "C", "C", "C", "C", "C", "C", "C", "C", "C", "C", "C", "C", "C", "C", "C", "C", "H", "H", "H", "H", "H", "H", "H", "H", "H", "H", "H", "H", "H", "H", "H", "H", "H", "H", "H", "H", "H", "H", "H", "H", "C", "O", "C", "S", "S", "H", "H", "H", "N", "C", "O", "C", "C", "N", "C", "N", "H", "H"],
  "coordinates": [[-1.009, 1.394, -0.296], [0.493, 0.632, 0.803], [1.491, 1.394, 1.057], [1.415, 2.573, 0.594], [0.414, 3.020, -0.132], [2.489, 3.482, 0.874], [3.559, 3.094, 1.672], [4.570, 4.006, 1.921], [4.516, 5.287, 1.384], [3.441, 5.653, 0.590], [2.418, 4.752, 0.328], [3.592, 2.096, 2.084], [5.406, 3.712, 2.542], [5.309, 5.994, 1.586], [3.391, 6.647, 0.165], [1.574, 5.014, -0.292], [-2.088, -0.343, -0.549], [-1.230, -1.939, -0.181], [0.058, -2.296, -1.523], [1.045, -1.253, -1.811], [1.522, -1.288, -3.187], [2.266, -2.590, -3.540], [3.060, -3.114, -2.330], [3.437, -1.955, -1.411], [2.190, -1.207, -0.893], [-0.559, -2.048, 1.574], [0.478, -2.909, 1.932], [0.951, -2.967, 3.238], [0.382, -2.164, 4.216], [-0.664, -1.312, 3.885], [-1.127, -1.260, 2.579], [-2.430, -3.389, -0.409], [-3.410, -3.330, -1.403], [-4.277, -4.390, -1.631], [-4.181, -5.542, -0.862], [-3.219, -5.621, 0.134], [-2.357, -4.555, 0.356], [-3.053, -0.325, -0.028], [-2.351, -0.376, -1.617], [-0.599, -2.364, -2.401], [0.463, -3.314, -1.406], [2.191, -0.432, -3.320], [0.680, -1.134, -3.864], [2.939, -2.397, -4.380], [1.556, -3.347, -3.880], [3.953, -3.648, -2.664], [2.466, -3.836, -1.769], [4.076, -1.261, -1.967], [4.031, -2.301, -0.561], [2.470, -0.166, -0.712], [1.868, -1.605, 0.068], [0.936, -3.540, 1.176], [1.763, -3.638, 3.493], [0.751, -2.205, 5.234], [-1.126, -0.685, 4.640], [-1.936, -0.581, 2.334], [-3.510, -2.435, -2.007], [-5.032, -4.312, -2.404], [-4.859, -6.369, -1.034], [-3.143, -6.513, 0.745], [-1.623, -4.630, 1.152], [0.241, 2.629, 3.984], [-0.450, 2.404, 2.757], [-1.777, 2.352, 2.770], [-2.713, 2.612, 4.106], [-2.526, 1.995, 1.257], [-0.017, 1.865, 4.716], [-0.015, 3.608, 4.387], [1.298, 2.580, 3.729], [-1.884, 4.307, -1.404], [-2.550, 3.303, -2.019], [-2.363, 2.090, -1.683], [-3.436, 3.616, -3.080], [-3.639, 4.968, -3.423], [-3.744, 6.099, -3.643], [-4.083, 2.590, -3.806], [-4.607, 1.751, -4.402], [-1.396, 4.112, -0.544], [-2.169, 5.253, -1.592]],
  "de_lowest_kj_mol": 129.9,
  "lumo_energy_ev": 1.957,
  "charge": -1,
  "multiplicity": 1
}

Entry 3:
{
  "formula": "C27H36NO2P2Tc",
  "method": "ωB97M-V with the def2-TZVPD basis set",
  "species": ["C", "C", "N", "C", "C", "C", "C", "P", "Tc", "P", "C", "C", "C", "C", "C", "C", "C", "O", "O", "H", "H", "H", "C", "C", "H", "H", "H", "H", "C", "C", "H", "H", "H", "H", "H", "H", "H", "H", "H", "H", "H", "H", "H", "H", "H", "H", "H", "H", "H", "H", "H", "H", "C", "C", "C", "C", "C", "C", "C", "C", "C", "C", "H", "H", "H", "H", "H", "H", "H"],
  "coordinates": [[-0.579, 3.673, -2.433], [-0.596, 2.309, -2.103], [0.258, 1.817, -1.158], [1.138, 2.644, -0.522], [1.207, 4.005, -0.846], [0.336, 4.528, -1.810], [-1.506, 1.330, -2.799], [-1.768, -0.193, -1.759], [0.283, -0.303, -0.741], [2.251, 0.201, 0.284], [1.977, 2.032, 0.577], [0.306, -2.343, -0.431], [-0.710, -3.004, 0.306], [-0.730, -4.397, 0.472], [0.282, -5.196, -0.083], [1.311, -4.572, -0.804], [1.318, -3.177, -0.973], [-0.445, -0.087, -5.444], [0.762, -2.106, -4.065], [-1.274, 4.048, -3.190], [1.928, 4.647, -0.330], [0.369, 5.591, -2.070], [-3.228, 0.191, -0.703], [-2.387, -1.474, -2.916], [2.908, 2.603, 0.740], [1.388, 2.067, 1.514], [-1.011, 0.937, -3.721], [-2.446, 1.817, -3.115], [2.675, -0.465, 1.943], [3.840, 0.111, -0.646], [-1.502, -2.403, 0.770], [-1.540, -4.863, 1.047], [0.270, -6.283, 0.047], [2.116, -5.175, -1.242], [2.129, -2.723, -1.556], [0.896, -1.510, -3.268], [0.486, -2.947, -3.656], [-0.079, -0.925, -5.052], [0.364, 0.401, -5.679], [1.084, -0.524, -2.228], [-4.125, 0.415, -1.307], [-3.428, -0.677, -0.052], [-2.976, 1.051, -0.062], [-3.273, -1.132, -3.478], [-1.568, -1.724, -3.606], [-2.638, -2.368, -2.322], [4.679, 0.566, -0.091], [4.062, -0.950, -0.848], [3.700, 0.621, -1.613], [3.567, 0.019, 2.379], [1.802, -0.330, 2.600], [2.856, -1.547, 1.832], [-0.081, 2.006, 5.739], [1.026, 2.037, 4.937], [0.995, 1.520, 3.641], [-0.182, 0.911, 2.986], [-0.411, 0.292, 1.541], [-1.619, -0.208, 1.550], [-2.657, -0.262, 2.454], [-2.504, 0.315, 3.656], [-1.293, 0.896, 3.956], [-1.227, 1.433, 5.258], [-0.044, 2.406, 6.744], [1.942, 2.465, 5.329], [1.992, 1.626, 3.255], [-1.674, -0.593, 0.673], [-3.591, -0.749, 2.206], [-3.328, 0.281, 4.361], [-2.083, 1.397, 5.925]],
  "de_lowest_kj_mol": 289.1,
  "lumo_energy_ev": [-3.065, -6.717],
  "charge": 1,
  "multiplicity": 4
}

Entry 4:
{
  "formula": "F2HN6",
  "method": "ωB97M-V with the def2-TZVPD basis set",
  "species": ["N", "N", "N", "N", "N", "N", "F", "F", "H"],
  "coordinates": [[1.370, -1.351, 0.302], [0.155, -1.300, -0.007], [0.765, 0.706, 0.465], [1.752, -0.113, 0.593], [-0.210, -0.046, 0.099], [-1.971, 0.895, -0.376], [-2.788, -0.099, -0.321], [-1.764, 1.134, -1.629], [2.691, 0.174, 0.874]],
  "de_lowest_kj_mol": 47.1,
  "lumo_energy_ev": [-8.328, -8.330],
  "charge": 1,
  "multiplicity": 1
}

Entry 5:
{
  "formula": "C13H24Cl2NO4P2Ru",
  "method": "ωB97M-V with the def2-TZVPD basis set",
  "species": ["Ru", "P", "C", "C", "N", "C", "C", "C", "C", "C", "P", "H", "H", "H", "H", "H", "H", "H", "H", "O", "H", "H", "O", "H", "C", "H", "H", "H", "C", "H", "H", "H", "C", "H", "H", "H", "C", "H", "H", "H", "Cl", "C", "Cl", "C", "O", "O", "H"],
  "coordinates": [[0.238, 0.081, -0.262], [0.263, 2.003, 0.816], [-0.684, 3.107, -0.304], [-0.654, 2.596, -1.671], [-0.507, 1.266, -1.777], [-0.847, 0.615, -2.909], [-1.109, 1.369, -4.095], [-1.137, 2.784, -4.046], [-0.935, 3.388, -2.814], [-0.855, -0.869, -2.903], [-1.079, -1.404, -1.194], [-0.976, 4.442, -2.657], [-1.283, 0.842, -5.033], [-1.379, 3.397, -4.954], [-1.655, -1.264, -3.526], [0.103, -1.250, -3.239], [-1.801, 3.018, -0.043], [-0.379, 4.183, -0.227], [-2.996, 1.922, 0.523], [-3.173, 2.781, 0.089], [-3.462, 3.494, 0.686], [-1.623, 0.164, 0.539], [-2.521, 0.547, 0.774], [-2.917, 0.300, 1.689], [-2.907, -1.575, -1.076], [-3.317, -1.803, -2.053], [-3.178, -2.361, -0.365], [-3.301, -0.641, -0.700], [-0.475, -3.087, -1.116], [-0.962, -3.640, -0.273], [-0.665, -3.657, -2.045], [0.610, -3.109, -0.907], [1.946, 2.569, 1.041], [2.075, 3.638, 1.290], [2.415, 2.002, 1.858], [2.580, 2.350, 0.162], [-0.499, 2.173, 2.456], [0.202, 1.678, 3.186], [-0.683, 3.240, 2.741], [-1.456, 1.596, 2.407], [4.438, -1.804, -2.133], [4.220, -1.355, -0.430], [5.060, 0.131, 0.159], [2.702, -1.145, -0.170], [2.102, -1.890, 0.643], [2.193, -0.162, -0.846], [4.586, -2.195, 0.184]],
  "de_lowest_kj_mol": 82.2,
  "lumo_energy_ev": [-7.149, -11.211],
  "charge": 2,
  "multiplicity": 6
}

Entry 6:
{
  "formula": "C24H49BI2O17P",
  "method": "ωB97M-V with the def2-TZVPD basis set",
  "species": ["C", "O", "B", "O", "P", "C", "I", "C", "C", "I", "H", "H", "H", "H", "H", "H", "H", "H", "H", "C", "C", "O", "C", "O", "O", "C", "H", "H", "H", "H", "H", "H", "H", "H", "C", "C", "O", "C", "O", "O", "C", "H", "H", "H", "H", "H", "H", "H", "H", "C", "C", "O", "C", "O", "O", "C", "H", "H", "H", "H", "H", "H", "H", "H", "C", "C", "O", "C", "O", "O", "C", "H", "H", "H", "H", "H", "H", "H", "H", "C", "C", "O", "C", "O", "O", "C", "H", "H", "H", "H", "H", "H", "H", "H"],
  "coordinates": [[-2.992, -2.114, -1.245], [-3.740, -1.437, -2.289], [-3.147, -1.636, -3.565], [-2.888, -2.927, -4.064], [-2.733, -0.100, -4.648], [-0.935, 0.349, -4.693], [0.076, 0.242, -6.629], [-0.209, 0.766, -3.586], [-0.874, 0.891, -2.173], [1.877, 1.321, -3.721], [-2.865, -1.391, -0.387], [-3.521, -3.024, -0.850], [-1.939, -2.378, -1.572], [-2.142, -3.355, -3.610], [-3.564, 1.006, -4.284], [-3.090, -0.444, -5.997], [-0.073, 0.627, -1.418], [-1.134, 1.968, -1.952], [-1.720, 0.182, -1.987], [3.456, -2.185, -1.607], [1.952, -2.217, -1.420], [1.579, -3.130, -0.383], [1.743, -2.664, 0.859], [2.156, -1.570, 1.146], [1.383, -3.626, 1.712], [1.579, -3.293, 3.091], [3.844, -3.192, -1.768], [3.725, -1.560, -2.461], [3.955, -1.788, -0.721], [1.480, -2.576, -2.337], [1.550, -1.221, -1.217], [1.101, -2.345, 3.342], [2.643, -3.258, 3.320], [1.121, -4.080, 3.688], [-5.536, -5.915, 3.852], [-4.192, -5.650, 4.502], [-3.115, -6.018, 3.629], [-2.839, -5.146, 2.657], [-3.398, -4.097, 2.463], [-1.843, -5.649, 1.918], [-1.510, -4.847, 0.791], [-5.598, -6.949, 3.508], [-6.348, -5.725, 4.556], [-5.684, -5.278, 2.979], [-4.092, -6.267, 5.395], [-4.095, -4.609, 4.816], [-1.309, -3.816, 1.085], [-2.316, -4.886, 0.054], [-0.607, -5.258, 0.341], [5.792, 1.014, 6.984], [6.799, -0.031, 6.548], [6.160, -1.096, 5.831], [5.854, -0.830, 4.559], [6.075, 0.200, 3.976], [5.238, -1.902, 4.046], [4.780, -1.717, 2.708], [4.976, 0.551, 7.543], [6.268, 1.770, 7.611], [5.345, 1.515, 6.124], [7.260, -0.482, 7.427], [7.602, 0.407, 5.951], [5.584, -1.372, 2.057], [3.947, -1.014, 2.695], [4.428, -2.679, 2.340], [0.005, 7.521, -8.410], [-1.186, 7.691, -7.488], [-1.807, 6.428, -7.207], [-1.187, 5.674, -6.299], [-0.183, 5.959, -5.702], [-1.868, 4.524, -6.178], [-1.258, 3.591, -5.295], [-0.282, 6.974, -9.311], [0.412, 8.491, -8.698], [0.798, 6.947, -7.927], [-1.942, 8.305, -7.980], [-0.910, 8.200, -6.562], [-1.056, 4.040, -4.321], [-0.338, 3.205, -5.738], [-1.951, 2.763, -5.156], [-2.571, 4.962, 2.687], [-3.000, 3.539, 2.387], [-1.986, 2.838, 1.653], [-0.953, 2.395, 2.381], [-0.817, 2.524, 3.567], [-0.086, 1.800, 1.552], [1.114, 1.351, 2.189], [-2.274, 5.475, 1.770], [-3.383, 5.518, 3.158], [-1.709, 4.980, 3.357], [-3.888, 3.553, 1.753], [-3.261, 2.996, 3.297], [0.894, 0.720, 3.051], [1.721, 2.207, 2.487], [1.674, 0.762, 1.466]],
  "lumo_energy_ev": -4.576,
  "charge": 1,
  "multiplicity": 1
}

Entry 7:
{
  "formula": "C12H14BF3N6O2Sr",
  "method": "ωB97M-V with the def2-TZVPD basis set",
  "species": ["H", "N", "B", "N", "C", "Sr", "H", "C", "H", "C", "H", "C", "H", "H", "H", "N", "N", "N", "N", "C", "C", "H", "H", "C", "C", "C", "C", "H", "H", "H", "H", "H", "F", "C", "F", "F", "C", "O", "O"],
  "coordinates": [[-1.173, -2.373, -2.205], [-1.237, -0.517, -1.197], [-1.846, 1.775, -0.303], [-2.165, 0.509, -1.155], [-3.200, 0.222, -1.966], [1.120, -0.469, -0.085], [-4.015, 0.927, -2.070], [-2.958, -1.021, -2.548], [-3.584, -1.540, -3.256], [-1.723, -1.453, -2.028], [-2.736, 2.575, -0.401], [3.333, -0.349, 0.362], [4.275, -0.920, 0.300], [2.913, -0.611, 1.357], [3.529, 0.734, 0.304], [-0.480, 2.342, -0.798], [-1.691, 1.318, 1.179], [0.693, 1.555, -0.724], [-0.727, 0.373, 1.492], [-0.209, 3.525, -1.376], [-2.335, 1.703, 2.297], [-1.008, 4.245, -1.500], [-3.107, 2.458, 2.242], [1.146, 3.563, -1.709], [-1.800, 0.988, 3.371], [1.677, 2.326, -1.293], [-0.808, 0.153, 2.816], [1.677, 4.371, -2.183], [-2.082, 1.064, 4.403], [2.692, 1.944, -1.368], [-0.171, -0.586, 3.291], [2.755, -0.799, -0.724], [2.268, -4.837, 2.230], [2.178, -4.547, 0.910], [3.458, -4.397, 0.432], [1.627, -5.615, 0.280], [1.391, -3.211, 0.622], [1.185, -2.435, 1.601], [1.139, -2.986, -0.600]],
  "lumo_energy_ev": -0.302,
  "multiplicity": 1
}

Entry 8:
{
  "formula": "C11H30BN2O11S",
  "method": "ωB97M-V with the def2-TZVPD basis set",
  "species": ["C", "C", "N", "C", "C", "C", "C", "O", "O", "S", "C", "B", "N", "O", "C", "O", "C", "C", "C", "O", "H", "H", "H", "H", "H", "H", "H", "H", "H", "H", "H", "H", "H", "H", "H", "H", "H", "H", "O", "H", "H", "O", "H", "H", "O", "H", "H", "O", "H", "H", "O", "H", "H", "O", "H", "H"],
  "coordinates": [[-2.409, -2.072, 0.101], [-0.943, -1.611, 0.158], [-0.884, -0.145, 0.439], [-1.613, 0.300, 1.481], [-1.676, 1.633, 1.794], [-0.977, 2.550, 1.002], [-1.099, 4.004, 1.367], [-1.010, 4.906, 0.619], [-1.324, 4.224, 2.716], [-2.965, 4.605, 2.919], [-0.191, 2.088, -0.051], [0.673, 3.054, -1.015], [2.127, 3.055, -1.023], [-0.006, 3.917, -1.819], [-0.152, 0.709, -0.304], [0.580, 0.226, -1.308], [1.756, -0.536, -0.916], [2.887, -0.458, -1.931], [4.176, -0.780, -1.177], [2.993, 0.803, -2.570], [-2.700, -2.460, 1.072], [-2.570, -2.792, -0.688], [-3.061, -1.239, -0.132], [-0.535, -1.783, -0.825], [-0.390, -2.114, 0.940], [-2.157, -0.412, 2.075], [-2.288, 1.940, 2.619], [-3.272, 3.764, 3.928], [2.454, 3.995, -0.814], [2.382, 2.925, -2.002], [-0.919, 3.623, -1.911], [2.099, -0.268, 0.082], [1.473, -1.585, -0.862], [2.805, -1.198, -2.722], [4.490, 0.053, -0.552], [4.964, -1.089, -1.850], [3.977, -1.619, -0.505], [3.528, 1.350, -1.982], [-4.925, -1.677, -1.658], [-5.073, -2.494, -2.146], [-4.917, -0.998, -2.341], [-0.657, -3.650, 2.779], [-1.316, -4.336, 2.952], [0.064, -3.860, 3.380], [-1.839, -5.857, 1.618], [-2.003, -6.670, 1.128], [-1.790, -5.179, 0.936], [5.628, 1.100, -3.659], [5.613, 2.040, -3.864], [4.714, 0.811, -3.781], [-4.604, -4.869, 1.126], [-4.146, -5.068, 1.949], [-5.535, -4.818, 1.366], [3.712, 4.543, 0.961], [3.633, 4.067, 1.794], [3.217, 5.356, 1.108]],
  "lumo_energy_ev": -4.320,
  "charge": 1,
  "multiplicity": 1
}

no.,energy (eV)
1,-19758.8890
2,-82216.5675
3,-54933.9346
4,-14375.2762
5,-69735.3403
6,-86650.9467
7,-35373.0587
8,-48902.5704